--- i ---
ORCA calculation (ωB97M-V/def2-TZVPD) on a 2-piece molecular cluster, C4H12N2O2 overall.

The geometry in XYZ format:
```
20
C4H12N2O2 | the Open Molecules 2025 dataset | ωB97M-V/def2-TZVPD
C 1.52 -1.20 -0.38
N 0.25 -0.55 -0.80
C -0.32 -1.12 -2.04
C -0.73 -0.55 0.27
C -1.72 0.53 0.04
N -1.27 1.79 0.38
O -2.83 0.44 -0.44
H 1.38 -1.76 0.55
H 1.93 -1.92 -1.07
H 2.17 -0.35 -0.16
H 0.18 -0.69 -2.90
H -1.40 -0.94 -2.08
H -0.24 -2.21 -2.01
H -0.25 -0.44 1.25
H -1.21 -1.55 0.35
H -1.83 2.58 0.11
H -0.33 2.08 0.56
O 1.57 2.31 2.59
H 2.16 1.56 2.48
H 0.99 1.99 3.30
```

Computed properties:
Charge   0
Molecular weight   120.15 g mol⁻¹
SMILES   CN(C)CC(N)=O.O
E_HOMO   -8.6950 eV

---

--- ii ---
ORCA calculation (ωB97M-V/def2-TZVPD) on a 2-piece molecular cluster, C4H12N2O2 overall.

The geometry in XYZ format:
```
20
C4H12N2O2 | the Open Molecules 2025 dataset | ωB97M-V/def2-TZVPD
C -0.42 0.35 -1.67
C -0.36 -0.87 -0.78
N -1.62 -1.63 -0.72
C 0.02 -0.51 0.68
C 1.38 0.11 0.84
N 2.32 -0.72 1.38
O 1.66 1.25 0.50
H -1.33 0.93 -1.51
H -0.36 0.09 -2.74
H 0.40 1.05 -1.48
H 0.35 -1.59 -1.17
H -1.71 -2.27 -1.49
H -2.45 -1.06 -0.68
H -0.75 0.16 1.06
H -0.08 -1.41 1.29
H 3.16 -0.28 1.72
H 1.95 -1.53 1.87
O -1.03 2.64 1.24
H -0.07 2.63 1.40
H -1.07 2.64 0.27
```

Computed properties:
Charge   0
Molecular weight   120.15 g mol⁻¹
SMILES   C[C@H](N)CC(N)=O.O
E_HOMO   -9.4179 eV

---

Short version: ii, i, most stable first.